[1]
ORCA calculation (ωB97M-V/def2-TZVPD) on an isolated molecule of C5H11N.

Atoms and positions in Å:
C: 2.4505 -0.4473 0.5096
C: 1.3320 -0.5094 -0.5614
C: -0.0588 -0.2692 -0.0099
C: -0.5360 1.1263 0.1291
N: -1.3990 0.5044 -0.8149
C: -2.5916 0.0352 -0.0505
H: 2.3925 0.4431 1.1466
H: 2.4424 -1.3229 1.1701
H: 3.4320 -0.4270 0.0169
H: 1.5579 0.2199 -1.3451
H: 1.3601 -1.5093 -1.0039
H: -0.7914 -1.0267 -0.2742
H: 0.1437 1.7968 -0.4071
H: -0.9684 1.5719 1.0210
H: -3.1846 -0.7044 -0.6004
H: -3.2206 0.9148 0.1290
H: -2.3606 -0.3963 0.9449

Results
- charge = 0
- E_HOMO (hartree) = -0.3132
- lowest unoccupied orbital energy (eV) = 1.1
- energy above the lowest of the compared OMol25 structures with the same formula, charge and spin (kJ/mol) = 340.90
- multiplicity = 1
- molar mass (g mol⁻¹) = 85.15
- frontier orbital gap (eV) = 9.7
- SMILES = CC[C@H]1CN1C

natural (NBO) population analysis, charges in e, atoms 1 to 4: C -0.598; C -0.440; C -0.155; C -0.278

---

[2]
ORCA calculation (ωB97M-V/def2-TZVPD) on an isolated molecule of C5H11N.

Atoms and positions in Å:
C: -2.1108 -1.8064 -1.4077
C: -1.0372 -1.3805 -0.4373
C: -0.1574 -0.3529 -0.5972
C: 1.1010 -0.2368 0.1604
C: 1.3732 1.2332 0.4695
N: 0.8769 2.1216 1.7317
H: -1.7201 -2.5033 -2.2536
H: -2.9607 -2.2231 -0.8998
H: -2.3325 -0.7526 -1.9062
H: -1.0407 -1.5938 0.6486
H: -0.7146 0.5955 -0.8017
H: 1.8561 -0.7990 -0.4535
H: 1.0661 -0.8209 1.1476
H: 2.4904 1.4335 0.5306
H: 1.1255 1.9331 -0.4168
H: -0.1489 2.1397 1.7049
H: 1.2283 2.9998 1.4521

Results
- charge = 0
- E_HOMO (hartree) = -0.3012
- lowest unoccupied orbital energy (eV) = 0.9
- energy above the lowest of the compared OMol25 structures with the same formula, charge and spin (kJ/mol) = 355.95
- multiplicity = 1
- molar mass (g mol⁻¹) = 85.15
- frontier orbital gap (eV) = 9.1
- SMILES = C/C=C/CCN

natural (NBO) population analysis, charges in e, atoms 1 to 4: C -0.655; C -0.171; C -0.227; C -0.489

---

[3]
ORCA calculation (ωB97M-V/def2-TZVPD) on a cluster of 2 separate species, C5H11N in total.

Atoms and positions in Å:
C: -1.8442 0.5554 -0.8004
C: -1.2986 -0.0469 0.4548
N: -0.3366 -0.9052 0.4412
C: 0.3592 -1.7675 -0.4963
C: 0.5933 -1.7251 0.9752
C: 1.8151 1.5470 0.3658
H: -1.7234 1.6467 -0.8037
H: -1.3262 0.1538 -1.6773
H: -2.9148 0.3463 -0.9152
H: 1.2298 1.5456 -0.5577
H: -1.6673 0.2664 1.4282
H: -0.3012 -2.4878 -0.9934
H: 1.0809 -1.2868 -1.1607
H: 0.3306 -2.4781 1.7105
H: 2.1300 0.5271 0.6014
H: 1.1885 1.9120 1.1838
H: 2.6850 2.1971 0.2438

Results
- charge = 0
- E_HOMO (hartree) = -0.2619
- lowest unoccupied orbital energy (eV) = 1.0
- energy above the lowest of the compared OMol25 structures with the same formula, charge and spin (kJ/mol) = 374.91
- multiplicity = 1
- molar mass (g mol⁻¹) = 85.15
- frontier orbital gap (eV) = 8.2

natural (NBO) population analysis, charges in e, atoms 1 to 4: C -0.655; C 0.008; N -0.217; C -0.255

---

[4]
ORCA calculation (ωB97M-V/def2-TZVPD) on an isolated molecule of C5H11N.

Atoms and positions in Å:
C: 1.6972 -1.0488 -0.1868
C: 0.6612 -0.1551 0.4040
C: 0.7490 1.3679 0.0793
C: -0.7879 1.3124 -0.1442
N: -0.6500 -0.1413 -0.3039
C: -1.6461 -1.0771 0.0853
H: 1.6180 -0.9952 -1.3061
H: 1.5466 -2.1313 0.1391
H: 2.7575 -0.7517 0.1842
H: 0.5795 -0.2818 1.4632
H: 1.2864 1.4181 -0.9026
H: 1.2529 2.0447 0.8476
H: -1.2556 1.8109 -1.0073
H: -1.3859 1.5583 0.7729
H: -1.9257 -1.0622 1.1780
H: -2.6220 -0.9119 -0.4229
H: -1.3424 -2.1047 -0.2450

Results
- charge = 0
- E_HOMO (hartree) = -0.3120
- lowest unoccupied orbital energy (eV) = 1.2
- energy above the lowest of the compared OMol25 structures with the same formula, charge and spin (kJ/mol) = 132.73
- multiplicity = 1
- molar mass (g mol⁻¹) = 85.15
- frontier orbital gap (eV) = 9.7
- SMILES = C[C@H]1CCN1C

natural (NBO) population analysis, charges in e, atoms 1 to 4: C -0.623; C -0.054; C -0.410; C -0.211

---

[5]
ORCA calculation (ωB97M-V/def2-TZVPD) on a cluster of 2 separate species, C5H11N in total.

Atoms and positions in Å:
C: 2.7727 1.1627 0.2996
C: 1.6409 0.5414 0.6010
N: 0.5770 0.2485 -0.2781
C: 0.1197 1.2231 -0.9373
H: 2.9701 1.6171 -0.6659
H: 3.5915 1.2665 0.9965
H: 1.5284 0.1302 1.5989
H: -0.6479 1.0566 -1.6918
H: 0.3479 2.2773 -0.7630
C: -2.0699 -1.6828 -0.5520
C: -2.2271 -1.1200 0.8533
H: -1.2319 -1.2335 -1.0716
H: -2.9536 -1.4983 -1.1683
H: -1.9161 -2.7635 -0.5580
H: -2.2565 -0.0309 0.7808
H: -3.1070 -1.4970 1.3699
H: -1.3518 -1.3439 1.4661

Results
- charge = 0
- E_HOMO (hartree) = -0.3455
- lowest unoccupied orbital energy (eV) = 0.9
- energy above the lowest of the compared OMol25 structures with the same formula, charge and spin (kJ/mol) = 164.56
- multiplicity = 1
- molar mass (g mol⁻¹) = 85.15
- frontier orbital gap (eV) = 10.3
- SMILES = C=CN=C.CC

natural (NBO) population analysis, charges in e, atoms 1 to 4: C -0.442; C -0.038; N -0.407; C -0.036

---

[6]
ORCA calculation (ωB97M-V/def2-TZVPD) on an isolated molecule of C5H11N.

Atoms and positions in Å:
C: -0.5685 1.8206 -1.2454
C: -0.3392 0.2910 -1.2133
C: -0.0067 -0.2662 0.1528
C: 0.6488 0.5925 1.2444
C: -0.0197 -1.6245 0.1979
N: 0.3049 -2.3947 1.2856
H: 0.3699 2.3643 -1.2554
H: -1.0893 1.9575 -2.1757
H: -1.2100 2.2255 -0.4705
H: -1.3055 -0.1475 -1.5770
H: 0.3768 -0.1011 -1.9395
H: -0.1274 1.3126 1.4374
H: 1.4587 1.2144 0.8513
H: 0.7670 0.0332 2.1664
H: -0.3139 -2.0165 -0.8022
H: 0.7149 -1.8716 2.0363
H: 0.3392 -3.3896 1.3070

Results
- charge = 0
- E_HOMO (hartree) = -0.2643
- lowest unoccupied orbital energy (eV) = 1.1
- energy above the lowest of the compared OMol25 structures with the same formula, charge and spin (kJ/mol) = 118.58
- multiplicity = 1
- molar mass (g mol⁻¹) = 85.15
- frontier orbital gap (eV) = 8.2
- SMILES = CC/C(C)=C/N

natural (NBO) population analysis, charges in e, atoms 1 to 4: C -0.611; C -0.414; C -0.111; C -0.650

---

[7]
ORCA calculation (ωB97M-V/def2-TZVPD) on an isolated molecule of C5H11N.

Atoms and positions in Å:
C: 1.4824 -1.6464 -0.1333
C: 0.0335 -1.6381 -0.0489
C: -0.7441 -0.3719 -0.6273
C: -0.2529 0.9218 -0.2387
C: -1.0901 2.1924 -0.5363
N: 0.5486 1.0146 0.9491
H: 1.7942 -2.6650 -0.3586
H: 1.7902 -1.7332 0.9509
H: 2.1080 -0.8355 -0.6149
H: -0.2628 -2.5665 -0.5028
H: -0.4393 -1.8992 0.9057
H: -1.7427 -0.4152 -1.1229
H: -2.1755 1.9361 -0.7382
H: -0.5698 2.7462 -1.3804
H: -1.0896 2.9677 0.1968
H: 0.4400 0.2745 1.6791
H: 0.1699 1.7175 1.6207

Results
- charge = 0
- E_HOMO (hartree) = -0.2870
- lowest unoccupied orbital energy (eV) = 1.0
- energy above the lowest of the compared OMol25 structures with the same formula, charge and spin (kJ/mol) = 262.71
- multiplicity = 1
- molar mass (g mol⁻¹) = 85.15
- frontier orbital gap (eV) = 8.8
- SMILES = CC/C=C(/C)N

natural (NBO) population analysis, charges in e, atoms 1 to 4: C -0.633; C -0.461; C -0.249; C 0.172

---

[8]
ORCA calculation (ωB97M-V/def2-TZVPD) on the ion C5H11N2 with charge +1.

Atoms and positions in Å:
H: 1.0795 2.6138 -1.8719
N: 0.6401 1.8772 -1.3008
C: 1.0194 0.6683 -1.3732
C: 2.1275 -0.0609 -2.0829
N: 0.3286 -0.2890 -0.4939
C: -0.5660 0.0547 0.3228
C: -1.4722 -0.7593 1.0558
C: -1.5302 -0.2711 2.4730
H: 2.6738 -0.6275 -1.2431
H: 2.8233 0.6459 -2.4991
H: 1.7712 -0.8276 -2.7187
H: 0.6816 -1.1847 -0.6136
H: -1.0652 1.0423 0.2306
H: -2.5181 -0.7307 0.6123
H: -1.2057 -1.8766 1.0454
H: -0.4801 -0.2433 2.7859
H: -2.2203 -0.8315 3.1301
H: -2.0870 0.7999 2.5413

Results
- charge = +1
- E_HOMO (hartree) = -0.5536
- lowest unoccupied orbital energy (eV) = -5.1
- energy above the lowest of the compared OMol25 structures with the same formula, charge and spin (kJ/mol) = 160.52
- multiplicity = 1
- molar mass (g mol⁻¹) = 99.16
- frontier orbital gap (eV) = 9.9
- SMILES = [H]/N=C(C)/[NH+]=C/CC

natural (NBO) population analysis, charges in e, atoms 1 to 4: H 0.404; N -0.597; C 0.437; C -0.693

---

[9]
ORCA calculation (ωB97M-V/def2-TZVPD) on the ion C5H11N2 with charge +1.

Atoms and positions in Å:
C: -0.8292 -0.6792 2.4815
C: -0.5911 -1.1851 1.0783
N: 0.6919 -1.4439 0.5150
C: 0.1260 -0.3243 -0.0203
N: 0.2794 0.4432 -1.0587
C: -0.7071 1.4561 -1.2351
C: 1.4692 0.4198 -1.8021
H: -2.0114 -0.5439 2.5335
H: -0.3113 0.2383 2.7723
H: -0.5131 -1.4808 3.2743
H: -1.4095 -1.9072 0.7309
H: 1.5420 -1.5178 0.9561
H: -0.4647 2.4762 -0.7798
H: -0.8635 1.5987 -2.3172
H: -1.6137 1.1201 -0.7903
H: 1.5974 -0.5441 -2.1792
H: 1.1330 1.0102 -2.6943
H: 2.4756 0.8637 -1.4648

Results
- charge = +1
- E_HOMO (hartree) = -0.5428
- lowest unoccupied orbital energy (eV) = -4.0
- energy above the lowest of the compared OMol25 structures with the same formula, charge and spin (kJ/mol) = 276.46
- multiplicity = 1
- molar mass (g mol⁻¹) = 99.16
- frontier orbital gap (eV) = 10.7
- SMILES = C[C@@H]1NC1=[N+](C)C

natural (NBO) population analysis, charges in e, atoms 1 to 4: C -0.671; C -0.011; N -0.540; C 0.544

---

[10]
ORCA calculation (ωB97M-V/def2-TZVPD) on a cluster of 2 separate species, C5H11N2 in total.

Atoms and positions in Å:
C: -1.4524 2.4820 -0.0804
C: -0.7471 0.6513 1.4883
C: 1.8175 0.2729 -0.8428
C: -0.3965 -2.4797 0.4059
C: 1.1011 -1.0140 -0.6833
N: -1.1289 1.5437 0.8651
N: 0.2673 -1.2255 0.2341
H: -2.1403 3.2071 0.3628
H: -0.5474 3.0018 -0.4048
H: -0.5223 -0.0086 2.2842
H: 1.5853 0.9636 -0.0351
H: 2.8871 0.0761 -0.8465
H: 1.5701 0.7209 -1.8050
H: -0.0930 -2.9048 1.3637
H: -1.4723 -2.3090 0.4334
H: -0.1609 -3.1945 -0.3872
H: -1.9269 2.0065 -0.9404
H: 1.3595 -1.7897 -1.4119

Results
- charge = +1
- E_HOMO (hartree) = -0.5045
- lowest unoccupied orbital energy (eV) = -3.8
- energy above the lowest of the compared OMol25 structures with the same formula, charge and spin (kJ/mol) = 230.54
- multiplicity = 1
- molar mass (g mol⁻¹) = 99.16
- frontier orbital gap (eV) = 9.9

natural (NBO) population analysis, charges in e, atoms 1 to 4: C -0.466; C 0.484; C -0.669; C -0.440

---

[11]
ORCA calculation (ωB97M-V/def2-TZVPD) on the ion C5H11N2 with charge +1.

Atoms and positions in Å:
C: -1.9152 -0.1757 0.8055
C: -0.4820 -0.7783 0.0533
N: -0.4761 -2.0001 -0.3641
C: 0.5929 0.1163 -0.2273
N: 1.5497 -0.5962 -1.1164
C: 1.0488 1.2426 0.8358
C: 0.2980 1.6086 -0.3792
H: -1.7331 0.0382 1.9042
H: -2.7184 -0.8694 0.7973
H: -2.1938 0.6750 0.2609
H: -1.2124 -2.7101 -0.2926
H: 0.4861 -2.2920 -0.7994
H: 2.5194 -0.5005 -0.7421
H: 1.5382 -0.1369 -2.0039
H: 2.1278 1.1994 0.9242
H: 0.5553 1.2205 1.8151
H: -0.7421 1.7453 -0.2306
H: 0.7569 2.2133 -1.2406

Results
- charge = +1
- E_HOMO (hartree) = -0.5418
- lowest unoccupied orbital energy (eV) = -3.9
- energy above the lowest of the compared OMol25 structures with the same formula, charge and spin (kJ/mol) = 144.77
- multiplicity = 1
- molar mass (g mol⁻¹) = 99.16
- frontier orbital gap (eV) = 10.9
- SMILES = CC(=[NH2+])C1(N)CC1

natural (NBO) population analysis, charges in e, atoms 1 to 4: C -0.632; C 0.483; N -0.676; C -0.040

---

[12]
ORCA calculation (ωB97M-V/def2-TZVPD) on a cluster of 2 separate species, C5H11N2 in total.

Atoms and positions in Å:
C: -1.3496 2.7970 1.2167
C: 0.5490 -0.0521 1.8219
C: -0.7018 1.7267 0.3868
C: -0.0088 0.7637 0.9273
C: 0.8448 -1.8178 -1.9091
N: -0.0553 -2.7628 -1.8820
N: 1.0481 -0.9988 -0.8957
H: -0.8477 3.7361 1.1296
H: -2.4540 2.7310 0.9495
H: 1.5963 0.2483 2.1061
H: 0.3826 -1.0565 2.0542
H: -0.7268 1.7732 -0.6561
H: -1.2757 2.2732 2.2583
H: 1.4436 -1.7574 -2.8567
H: -0.1172 -3.6262 -2.5129
H: -0.5709 -2.7383 -0.9910
H: 1.7422 -0.1589 -1.1203
H: 0.5013 -1.0803 -0.0266

Results
- charge = +1
- E_HOMO (hartree) = -0.4719
- lowest unoccupied orbital energy (eV) = -3.6
- energy above the lowest of the compared OMol25 structures with the same formula, charge and spin (kJ/mol) = 271.24
- multiplicity = 1
- molar mass (g mol⁻¹) = 99.16
- frontier orbital gap (eV) = 9.2

natural (NBO) population analysis, charges in e, atoms 1 to 4: C -0.624; C -0.507; C -0.244; C 0.033